# C24H26MnNO5

A molecular structure, C24H26MnNO5 (the ωB97M-V functional and the def2-TZVPD basis, OMol25).

XYZ file:
```
57
Properties=species:S:1:pos:R:3:forces:R:3:lowdin_spin:R:1
Mn 0.412 0.381 -0.206 0.1 0.5 -0.1 0.934
C -0.789 2.693 1.397 0.0 -0.1 0.0 0.000
O 0.073 1.572 1.561 -0.1 0.2 -0.1 0.002
C 1.319 1.934 2.132 0.0 -0.4 0.1 0.000
C 2.108 0.636 2.291 -0.1 0.3 0.0 0.001
O 2.142 -0.085 1.068 0.0 -0.2 0.0 0.005
C 3.320 0.022 0.279 -0.2 0.0 0.0 0.001
C 3.407 1.412 -0.318 0.0 0.0 0.0 0.000
O 2.153 1.750 -0.900 0.1 0.0 0.0 0.005
C 2.168 1.662 -2.333 0.0 0.0 -0.1 -0.001
H -0.974 3.159 2.371 0.0 0.0 0.0 0.000
H -0.347 3.417 0.707 0.0 0.0 0.0 0.000
H -1.712 2.319 0.965 0.0 0.0 0.0 0.000
H 1.817 2.656 1.477 0.0 0.0 0.0 0.000
H 1.156 2.397 3.113 0.0 0.0 0.0 0.000
H 3.122 0.853 2.648 0.0 0.0 0.0 0.000
H 1.597 -0.017 3.001 0.0 0.0 0.0 0.000
H 4.203 -0.221 0.880 0.0 0.0 0.0 0.000
H 3.180 -0.723 -0.505 0.0 0.0 0.0 0.000
H 3.624 2.157 0.453 0.0 0.0 0.0 0.000
H 4.209 1.463 -1.059 0.0 0.0 0.0 0.000
H 2.388 0.641 -2.647 0.0 0.0 0.0 0.000
H 1.169 1.915 -2.674 0.0 0.0 0.0 -0.001
H 2.904 2.371 -2.727 0.0 0.0 0.0 0.000
C -0.467 -1.377 0.141 0.2 0.1 0.3 0.009
C -0.184 -2.108 1.302 -0.1 -0.1 -0.1 0.013
C -0.471 -1.609 2.609 0.0 0.1 0.0 0.012
C -0.159 -2.311 3.755 0.0 0.0 0.1 0.002
C 0.448 -3.568 3.705 0.0 0.0 0.0 0.022
C 0.715 -4.098 2.441 0.0 0.0 0.0 0.002
C 0.412 -3.408 1.286 0.0 0.0 0.0 0.013
H -0.961 -0.645 2.684 0.0 0.0 0.0 0.000
H -0.407 -1.875 4.720 0.0 0.0 0.0 -0.001
H 0.685 -4.116 4.608 0.0 0.0 0.0 0.002
H 1.178 -5.077 2.358 0.0 0.0 0.0 0.000
H 0.648 -3.849 0.323 0.0 0.0 0.0 0.001
N -5.416 5.297 -6.715 0.0 0.0 0.0 -0.001
C -4.759 4.728 -5.958 0.0 0.0 -0.1 0.000
C -3.940 4.021 -5.019 -0.1 0.1 -0.1 -0.002
C -4.221 2.690 -4.706 0.1 0.0 0.1 0.000
C -3.429 2.013 -3.803 0.0 0.0 -0.1 0.000
C -2.333 2.640 -3.183 0.0 -0.1 0.0 0.002
C -2.069 3.982 -3.513 0.0 0.0 0.0 0.000
C -2.858 4.663 -4.417 0.0 -0.1 0.1 0.000
C -1.523 1.935 -2.260 0.0 0.1 0.1 0.012
C -0.821 1.323 -1.459 0.0 -0.2 0.1 -0.009
H -5.060 2.193 -5.176 0.0 0.0 0.0 0.000
H -3.636 0.980 -3.560 0.0 0.0 0.0 0.000
H -1.229 4.476 -3.043 0.0 0.0 0.0 0.000
H -2.642 5.695 -4.661 0.0 0.0 0.0 0.000
C -2.054 -2.463 -1.832 0.0 0.0 0.0 0.001
O -0.780 -1.970 -2.207 0.0 0.0 0.0 -0.004
C -0.009 -1.516 -1.171 0.1 -0.2 -0.2 -0.007
O 1.092 -0.991 -1.578 -0.3 -0.1 0.0 -0.012
H -2.490 -2.887 -2.737 0.0 0.0 0.0 0.000
H -2.679 -1.654 -1.446 0.0 0.0 0.0 0.000
H -1.975 -3.230 -1.058 0.0 0.0 0.0 0.001
```
Positions in Å, forces in eV/Å.

The value obtained for the orbital gap (spin up / spin down) is 4.55 / 4.87 eV. Its LUMO energy (spin up / spin down) is 2.484 / 2.482 eV. As for the spin multiplicity: 2. The calculation puts the energy relative to the best compared isomer or geometry (same formula, charge and spin) at 47.2 kJ/mol. The charge is -1.